[1]
62
Properties=species:S:1:pos:R:3 method="wB97M-V/def2-TZVPD" smiles="CCC(=O)N1c2ccc(S(=O)(=O)CCC(=O)NCCC3=CCCCC3)cc2C[C@H]1C" charge=0 gap_ev=9.1 multiplicity=1
C -2.002 -2.839 2.616
H -2.866 -3.468 2.415
H -1.982 -2.609 3.679
H -1.108 -3.406 2.362
C -2.103 -1.551 1.795
C -2.108 -1.879 0.321
O -3.150 -2.068 -0.277
N -0.919 -1.964 -0.348
C 0.397 -1.715 0.025
C 0.991 -1.668 1.282
C 2.338 -1.347 1.367
C 3.080 -1.110 0.228
C 2.523 -1.219 -1.036
C 1.185 -1.523 -1.124
C 0.344 -1.664 -2.352
H 0.791 -2.345 -3.075
H 0.228 -0.692 -2.837
C -0.980 -2.209 -1.802
C -1.142 -3.705 -2.057
H -2.060 -4.059 -1.597
H -0.299 -4.252 -1.639
H -1.194 -3.895 -3.126
H -1.854 -1.682 -2.194
H 3.133 -1.059 -1.908
S 4.790 -0.628 0.418
O 5.499 -0.838 -0.813
O 5.309 -1.243 1.613
C 4.737 1.177 0.754
C 4.426 1.954 -0.512
H 4.807 2.976 -0.433
C 2.938 2.025 -0.836
O 2.446 1.521 -1.823
N 2.212 2.739 0.053
H 2.648 3.096 0.887
C 0.781 2.894 -0.093
H 0.575 2.844 -1.164
H 0.486 3.873 0.290
C 0.010 1.779 0.627
C -1.470 1.846 0.361
C -2.352 2.025 1.335
C -3.834 2.083 1.132
C -4.197 2.269 -0.338
C -3.367 1.320 -1.193
C -1.891 1.690 -1.074
H -1.267 0.933 -1.554
H -1.718 2.634 -1.601
H -3.525 0.295 -0.853
H -3.679 1.379 -2.238
H -5.262 2.083 -0.484
H -3.990 3.299 -0.638
H -4.252 2.896 1.733
H -4.276 1.152 1.503
H -2.017 2.119 2.360
H 0.200 1.840 1.702
H 0.402 0.826 0.263
H 4.932 1.458 -1.343
H 4.007 1.309 1.549
H 5.731 1.405 1.133
H 2.833 -1.302 2.324
H 0.454 -1.882 2.188
H -3.061 -1.075 2.011
H -1.310 -0.846 2.037

=====

[2]
37
Properties=species:S:1:pos:R:3 method="wB97M-V/def2-TZVPD" charge=0 gap_ev=8.4 multiplicity=1
C 2.101 1.402 2.015
C 0.564 1.486 2.501
P -0.348 3.057 1.975
C 0.584 3.762 0.449
N -1.982 2.748 1.344
C -2.478 1.362 1.564
C -2.223 0.506 0.230
O -2.071 1.056 -0.872
Br -2.186 -1.467 0.321
S -3.069 3.885 2.082
O -2.385 5.178 2.400
O -4.221 4.028 1.118
F -3.673 3.277 3.550
H 2.432 0.306 2.166
H 2.253 1.630 0.912
H 2.820 2.033 2.633
H 0.067 0.501 2.213
H 0.616 1.516 3.655
H 0.408 3.070 -0.454
H 1.684 3.952 0.661
H 0.058 4.765 0.228
H -3.630 1.441 1.656
H -2.130 0.857 2.521
C -0.447 -3.932 -3.719
C 0.501 -2.783 -3.435
O 1.128 -2.947 -2.153
C 2.183 -3.785 -2.112
O 2.609 -4.385 -3.063
C 2.778 -3.823 -0.707
F 1.833 -3.939 0.250
F 3.471 -2.701 -0.425
F 3.625 -4.851 -0.530
H -1.173 -4.038 -2.909
H -0.982 -3.768 -4.656
H 0.092 -4.879 -3.790
H -0.060 -1.848 -3.394
H 1.251 -2.674 -4.224

=====

Let's list electronic energy in order: -46377.137, -122337.708 eV.
Let's list F_max in order: 0.9, 5.6 eV Å⁻¹.